1.
{
  "formula": "C30H49AgN6O3",
  "method": "ωB97M-V with the def2-TZVPD basis set",
  "symbols": ["Ag", "O", "O", "O", "N", "N", "N", "N", "N", "N", "C", "C", "C", "C", "C", "C", "C", "C", "C", "C", "C", "C", "C", "C", "C", "C", "C", "C", "C", "C", "C", "C", "C", "C", "C", "C", "C", "C", "C", "C", "H", "H", "H", "H", "H", "H", "H", "H", "H", "H", "H", "H", "H", "H", "H", "H", "H", "H", "H", "H", "H", "H", "H", "H", "H", "H", "H", "H", "H", "H", "H", "H", "H", "H", "H", "H", "H", "H", "H", "H", "H", "H", "H", "H", "H", "H", "H", "H", "H"],
  "positions_angstrom": [[0.863, 2.185, -0.188], [-0.051, 0.164, -0.884], [-1.406, -1.494, 0.568], [-4.614, -3.928, -3.190], [0.224, 4.103, 0.695], [1.397, 0.931, 1.988], [2.837, 2.638, -0.857], [2.596, -0.730, -2.457], [-3.935, -0.929, -2.445], [-1.830, -2.415, 3.318], [-4.521, -2.027, -1.518], [3.080, 3.635, -1.677], [-0.042, 3.917, 1.979], [-0.051, 6.471, 1.048], [5.018, -1.194, -3.778], [-1.794, -3.244, 4.557], [-0.981, -3.156, 2.265], [-1.437, -1.020, 3.506], [-2.524, -1.311, -2.891], [-0.257, 4.957, 2.943], [-1.371, -2.839, 0.802], [-0.376, 6.224, 2.402], [-4.796, -0.669, -3.623], [3.457, -0.475, 3.179], [4.169, -0.206, -4.169], [-4.215, -3.531, -1.865], [-3.701, 0.313, -1.618], [2.371, 1.551, 2.655], [2.414, -1.169, 2.624], [4.329, 3.961, -2.246], [3.473, -1.727, -2.066], [-3.171, -2.477, 2.818], [5.133, 2.066, -1.188], [5.366, 3.099, -2.126], [0.255, 5.364, 0.247], [2.935, -0.050, -3.537], [1.408, -0.395, 2.001], [4.623, -2.030, -2.741], [3.937, 1.891, -0.543], [3.425, 0.918, 3.319], [-0.814, -3.635, 4.850], [-3.309, -3.509, 2.495], [-0.605, 7.061, 3.064], [-3.110, -3.863, -1.807], [2.236, 0.788, -3.866], [-2.487, -2.295, -3.383], [3.164, -2.401, -1.243], [0.593, -0.814, 1.388], [0.101, 7.495, 0.655], [-3.909, -2.237, 3.616], [-2.157, -0.538, -3.584], [-4.864, -4.003, -1.161], [-1.081, -4.213, 2.524], [0.471, 5.541, -0.820], [2.344, 4.388, -1.731], [-5.276, -1.568, -3.973], [-0.389, 4.750, 4.007], [4.336, -1.008, 3.512], [2.292, 2.634, 2.666], [-2.220, -2.700, 5.365], [4.203, 1.481, 3.841], [-5.253, -4.628, -3.173], [5.933, 1.404, -0.919], [-2.256, -0.475, 3.908], [-2.322, -3.250, 0.540], [4.291, 0.441, -5.064], [5.931, -1.418, -4.342], [-1.214, -0.524, 2.547], [2.402, -2.305, 2.547], [-3.124, 1.029, -2.279], [5.228, -2.836, -2.419], [-2.501, -4.035, 4.437], [3.851, 1.137, 0.238], [-3.066, -0.043, -0.787], [-3.310, -1.702, 2.061], [-0.599, -3.501, 0.302], [4.423, 4.861, -2.826], [-4.147, -1.769, -0.508], [-4.682, 0.822, -1.323], [0.076, -2.827, 2.443], [0.734, -0.248, -1.355], [6.307, 3.300, -2.603], [-5.631, -0.123, -3.289], [-0.558, -1.010, 4.138], [-4.263, -0.172, -4.404], [-0.025, 2.881, 2.309], [-1.944, -1.276, -1.977], [-0.476, -0.530, -0.271], [-5.562, -1.929, -1.653]],
  "lowdin_charge": [0.75, -0.21, -0.33, -0.06, -0.06, 0.01, -0.05, 0.04, -0.34, -0.36, -0.05, -0.14, -0.16, -0.03, -0.07, 0.01, -0.08, 0.00, 0.02, -0.03, -0.38, -0.06, 0.01, -0.08, -0.08, -0.20, 0.00, -0.17, -0.06, -0.05, -0.13, -0.05, -0.05, -0.03, -0.14, -0.17, -0.17, -0.07, -0.13, -0.03, 0.13, 0.12, 0.12, 0.14, 0.13, 0.11, 0.11, 0.07, 0.12, 0.13, 0.12, 0.11, 0.13, 0.11, 0.08, 0.10, 0.11, 0.11, 0.10, 0.10, 0.12, 0.09, 0.11, 0.10, 0.07, 0.12, 0.12, 0.09, 0.13, 0.13, 0.10, 0.10, 0.10, 0.08, 0.11, 0.13, 0.11, 0.12, 0.14, 0.12, 0.03, 0.12, 0.09, 0.11, 0.11, 0.07, 0.07, -0.02, 0.12],
  "energy_ev": -50970.9992,
  "max_force_ev_per_a": 2.6,
  "charge": 2,
  "lumo_energy_ev": -3.76,
  "homo_lumo_gap_ha": 0.3340
}

---

2.
{
  "formula": "C30H49Br2Cl6CsF3I2Li2MgN2O13P2",
  "method": "ωB97M-V with the def2-TZVPD basis set",
  "symbols": ["Cs", "I", "I", "Br", "Br", "Cl", "Cl", "Cl", "Cl", "Cl", "Cl", "P", "P", "Mg", "F", "F", "F", "O", "O", "O", "O", "O", "O", "O", "O", "O", "O", "O", "O", "O", "N", "N", "C", "C", "C", "C", "C", "C", "C", "C", "C", "C", "C", "C", "C", "C", "C", "C", "C", "C", "C", "C", "C", "C", "C", "C", "C", "C", "C", "C", "C", "C", "Li", "Li", "H", "H", "H", "H", "H", "H", "H", "H", "H", "H", "H", "H", "H", "H", "H", "H", "H", "H", "H", "H", "H", "H", "H", "H", "H", "H", "H", "H", "H", "H", "H", "H", "H", "H", "H", "H", "H", "H", "H", "H", "H", "H", "H", "H", "H", "H", "H", "H", "H"],
  "positions_angstrom": [[-0.354, 0.067, -5.670], [4.494, 0.531, 1.353], [5.302, -3.514, -1.854], [-2.549, 5.749, 5.370], [-3.283, 8.684, 3.256], [9.749, 2.152, 3.786], [-2.309, 6.262, 0.468], [0.454, 4.285, 0.867], [7.600, 3.130, 2.085], [9.701, 1.459, 0.961], [7.740, 0.306, 2.775], [2.378, -1.257, -0.760], [-2.053, -3.495, -10.158], [-5.517, 5.946, -2.085], [0.142, -2.771, 1.616], [-2.136, -2.246, 0.730], [-0.428, -0.587, 0.852], [-0.944, -2.841, -10.999], [-3.277, 1.933, 3.072], [-3.143, 1.111, -3.201], [-2.379, 0.810, -5.471], [0.679, -1.062, -1.227], [-1.769, -3.262, -8.665], [0.047, -5.512, 0.134], [2.207, -3.027, -0.691], [1.491, 2.176, -1.408], [-2.087, -5.006, -10.444], [2.261, 0.472, -0.471], [5.390, 1.771, 4.864], [-3.410, -2.873, -10.525], [5.105, -0.545, -3.729], [1.203, 1.004, -1.129], [4.153, -1.113, -0.128], [-0.659, -2.051, 0.565], [-4.690, -5.199, 1.154], [-1.890, 1.680, -2.666], [-2.677, 7.634, 5.854], [6.835, -1.501, 0.233], [-2.933, 0.420, 4.907], [0.521, -5.072, -1.174], [-1.392, -5.402, 0.332], [5.359, -1.877, -0.459], [-0.125, -2.302, -0.964], [8.698, 1.762, 2.402], [4.157, 1.454, 5.484], [-1.453, -2.088, -1.901], [-3.132, -0.407, 2.544], [0.946, -3.493, -1.292], [-3.506, -5.060, 2.315], [-0.300, 5.336, 2.091], [-2.686, 0.216, -4.308], [3.836, -0.006, -3.076], [-3.796, 8.317, 5.101], [-2.594, -5.529, -0.768], [-2.122, 2.531, -1.247], [-4.205, -5.428, -0.422], [-1.897, -5.175, 1.912], [-1.147, -1.910, -3.506], [-2.590, -1.422, -4.193], [2.734, -1.140, -2.672], [-3.594, 0.630, 3.555], [-1.812, 5.396, 1.943], [-3.675, 4.211, -2.572], [0.160, -5.969, 2.660], [-3.266, 1.181, 5.621], [2.038, -1.339, 0.666], [-4.717, 7.730, 5.066], [4.030, 2.085, 6.366], [3.339, 0.695, -3.906], [-0.170, -5.313, -2.086], [-3.890, -4.872, 3.415], [-2.879, 7.638, 6.930], [-4.683, 0.577, 3.665], [7.664, -2.179, -0.283], [-0.859, -2.905, -4.062], [3.339, 1.640, 4.784], [-1.844, 0.514, 4.830], [-3.376, -1.420, 2.879], [5.035, -0.565, -4.770], [5.940, 0.038, -3.422], [-1.695, 8.078, 5.672], [-1.128, 3.149, -1.055], [-1.160, 0.769, -2.483], [-0.386, -1.037, -3.758], [-3.047, 3.245, -1.319], [4.173, 0.715, -2.221], [-5.833, -5.123, 1.474], [-5.058, -5.502, -1.235], [-1.334, 2.399, -3.439], [-2.795, -1.992, -5.195], [-2.313, 1.990, 2.971], [-0.039, 4.920, 3.069], [-2.291, 1.823, -0.328], [-2.255, 4.396, 1.915], [1.094, -3.384, -2.472], [0.153, 6.329, 2.012], [1.527, -5.685, -1.378], [7.138, -0.381, -0.025], [-1.126, -5.095, 2.814], [-2.313, -5.721, -1.896], [-3.171, -0.568, 5.313], [1.694, -0.755, -3.118], [5.475, 1.196, 4.085], [-1.968, -1.069, -1.553], [-3.455, -1.750, -3.445], [6.720, -1.692, 1.381], [-2.276, -2.914, -1.787], [-4.010, 9.298, 5.538], [-3.607, -0.236, 1.572], [-2.050, -0.343, 2.383], [4.160, 0.404, 5.787], [-2.247, 5.938, 2.789], [2.891, -2.196, -3.170]],
  "lowdin_charge": [1.54, 0.90, 0.85, 0.68, 0.63, 0.53, 0.47, 0.59, 0.51, 0.52, 0.50, 0.55, -0.11, 0.66, 0.00, -0.02, -0.01, -0.20, -0.07, -0.11, -0.51, -0.38, -0.30, -0.17, -0.35, -0.05, -0.18, -0.42, -0.17, -0.18, -0.07, -0.09, -0.65, -0.12, -0.04, -0.22, -0.67, -0.25, -0.06, -0.09, -0.15, -0.75, -0.23, -1.98, -0.17, -0.09, -0.08, -0.21, -0.03, -0.64, -0.35, -0.29, -0.68, 0.00, -0.06, -0.01, -0.07, -0.23, -0.11, -0.22, -0.49, -0.69, 0.27, 0.83, 0.08, 0.05, 0.06, 0.08, 0.11, 0.14, 0.10, 0.06, 0.14, 0.07, 0.15, 0.07, 0.08, 0.08, 0.07, 0.09, 0.06, 0.06, 0.12, -0.08, 0.00, 0.12, 0.10, 0.11, 0.14, 0.15, 0.09, 0.07, 0.11, 0.06, 0.16, 0.08, 0.17, 0.05, 0.03, 0.10, 0.08, 0.06, -0.04, 0.14, 0.15, 0.03, 0.12, 0.06, 0.08, 0.06, 0.08, -0.06, 0.07],
  "energy_ev": -326021.1071,
  "max_force_ev_per_a": 10.9,
  "charge": 1,
  "lumo_energy_ev": -4.09,
  "homo_lumo_gap_ha": 0.1867
}